Computed, not measured: 2 unconnected molecules or ions with the total composition C2H3N3, with ωB97M-V/def2-TZVPD.

XYZ file:
```
8
C2H3N3 | OMol25 | ωB97M-V/def2-TZVPD
N -0.35046 0.46803 -1.32388
N -0.99362 0.82230 -0.37484
N -1.01451 1.84810 -1.34922
H -0.24236 2.45690 -1.09273
C 0.51771 -0.90761 0.99133
C 0.98676 0.14832 1.19985
H 0.02557 -1.79802 1.07081
H 1.53374 0.98360 1.58520
```

Output
Relative energy (zero: lowest compared OMol25 entry of this formula, charge and spin) ... 603.7 kJ/mol
Spin multiplicity ... 1
E_HOMO ... -0.377 Ha
Orbital gap ... 10.780 eV

Computed, not measured: C2H3N3 in the gas phase, with ωB97M-V/def2-TZVPD.

XYZ file:
```
8
C2H3N3 | OMol25 | ωB97M-V/def2-TZVPD
C 1.09345 -0.02271 -0.24932
N 0.69752 -1.27409 -0.25334
N -0.63415 -1.31461 -0.02736
C -1.03231 -0.07647 0.08432
N 0.00399 0.79458 -0.04292
H 2.00381 -0.11697 0.32090
H -2.05066 0.20986 0.28960
H -0.08165 1.80041 -0.12187
```

Output
Relative energy (zero: lowest compared OMol25 entry of this formula, charge and spin) ... 123.9 kJ/mol
Spin multiplicity ... 1
E_HOMO ... -0.363 Ha
Orbital gap ... 10.629 eV

Computed, not measured: C2H3N3O in the gas phase, with ωB97M-V/def2-TZVPD.

XYZ file:
```
9
C2H3N3O | OMol25 | ωB97M-V/def2-TZVPD
O -2.07629 0.02716 0.91743
C -0.63281 -0.59354 0.32222
N -0.57584 0.64452 -0.18004
C 0.58873 0.85226 -0.53859
N 1.30839 -0.24516 -0.38826
N 0.55963 -1.25850 0.19590
H -2.37299 -0.77648 1.27064
H 0.84348 1.84375 -0.92011
H 2.26487 -0.36022 -0.70165
```

Output
Relative energy (zero: lowest compared OMol25 entry of this formula, charge and spin) ... 490.2 kJ/mol
Spin multiplicity ... 1
E_HOMO ... -0.367 Ha
Orbital gap ... 9.944 eV

Computed, not measured: C2H3N3O in the gas phase, with ωB97M-V/def2-TZVPD.

XYZ file:
```
9
C2H3N3O | OMol25 | ωB97M-V/def2-TZVPD
N 1.56906 0.34086 0.27087
C 0.33114 -0.14556 -0.02005
N -0.64652 0.73469 -0.36261
C -1.74050 0.00980 -0.31548
O -1.46836 -1.28403 -0.07992
N -0.07130 -1.38524 0.07573
H 1.77988 1.20989 -0.19977
H 2.31057 -0.33645 0.28829
H -2.06397 0.85604 0.34295
```

Output
Relative energy (zero: lowest compared OMol25 entry of this formula, charge and spin) ... 332.5 kJ/mol
Spin multiplicity ... 1
E_HOMO ... -0.356 Ha
Orbital gap ... 9.921 eV

Computed, not measured: 2 unconnected molecules or ions with the total composition C2H3N3O, with ωB97M-V/def2-TZVPD.

XYZ file:
```
9
C2H3N3O | OMol25 | ωB97M-V/def2-TZVPD
C 0.36037 1.10625 0.66917
C -0.16255 0.05708 -0.10187
N -0.60959 0.60440 -1.30437
N -0.51534 1.89148 -1.22341
N 0.37947 -2.07878 0.27180
O 0.13903 2.19836 -0.02598
H 0.58987 1.13315 1.66854
H 0.23004 -2.44620 -0.69989
H -0.41131 -2.46573 0.74602
```

Output
Relative energy (zero: lowest compared OMol25 entry of this formula, charge and spin) ... 595.2 kJ/mol
Spin multiplicity ... 1
E_HOMO (spin up / spin down) ... -0.381 / -0.381 Ha
Orbital gap (spin up / spin down) ... 9.403 / 9.405 eV

Computed, not measured: C2H3N3O in the gas phase, with ωB97M-V/def2-TZVPD.

XYZ file:
```
9
C2H3N3O | OMol25 | ωB97M-V/def2-TZVPD
O 1.98593 0.07194 -0.00350
C 0.63620 -0.07983 0.00284
N -0.07509 -1.09766 -0.06705
C -1.37576 -0.61771 -0.04978
N -1.44733 0.70873 0.05601
N -0.10106 1.08927 -0.02968
H 2.39551 -0.82273 0.19041
H -2.24654 -1.31329 0.11869
H 0.22813 2.06129 -0.21794
```

Output
Relative energy (zero: lowest compared OMol25 entry of this formula, charge and spin) ... 72.4 kJ/mol
Spin multiplicity ... 1
E_HOMO ... -0.355 Ha
Orbital gap ... 10.312 eV

Computed, not measured: C2H3N3O in the gas phase, with ωB97M-V/def2-TZVPD.

XYZ file:
```
9
C2H3N3O | OMol25 | ωB97M-V/def2-TZVPD
O 2.20980 -0.27902 -0.09849
C 0.87550 -0.17107 0.02332
N 0.04571 -1.20474 -0.26851
C -1.14261 -0.66000 -0.10734
N -1.01624 0.62942 0.26041
N 0.29161 0.95571 0.37237
H 2.52859 0.56611 -0.44232
H -2.09387 -1.14523 -0.29746
H -1.69849 1.30882 0.55802
```

Output
Relative energy (zero: lowest compared OMol25 entry of this formula, charge and spin) ... 40.6 kJ/mol
Spin multiplicity ... 1
E_HOMO ... -0.352 Ha
Orbital gap ... 10.480 eV

Computed, not measured: C2H3N3O in the gas phase, with ωB97M-V/def2-TZVPD.

XYZ file:
```
9
C2H3N3O | OMol25 | ωB97M-V/def2-TZVPD
N -0.65827 -1.42187 0.15991
C 0.00984 -0.21734 0.22875
N 0.24822 0.41702 1.32456
O 0.96567 1.56895 0.89307
C 1.13316 1.62644 -0.41416
N 0.51524 0.48960 -0.85690
H -1.34349 -1.49746 -0.58090
H -1.05989 -1.67258 1.05750
H 0.85908 0.11089 -1.72424
```

Output
Relative energy (zero: lowest compared OMol25 entry of this formula, charge and spin) ... 238.5 kJ/mol
Spin multiplicity ... 1
E_HOMO ... -0.352 Ha
Orbital gap ... 10.169 eV

Computed, not measured: C2H3N3O in the gas phase, with ωB97M-V/def2-TZVPD.

XYZ file:
```
9
C2H3N3O | OMol25 | ωB97M-V/def2-TZVPD
N 1.58953 -0.13703 -0.10651
C 0.17856 -0.12795 -0.15602
C -0.75929 0.89011 -0.13459
O -1.95972 0.30823 -0.02948
N -1.74244 -1.05619 -0.01707
N -0.48298 -1.27328 -0.07490
H 1.91793 -1.10260 -0.09958
H 1.95449 0.49714 0.66422
H -0.69608 2.00156 -0.04607
```

Output
Relative energy (zero: lowest compared OMol25 entry of this formula, charge and spin) ... 223.8 kJ/mol
Spin multiplicity ... 1
E_HOMO ... -0.336 Ha
Orbital gap ... 9.904 eV

Computed, not measured: C2H3N3O2 in the gas phase, with ωB97M-V/def2-TZVPD.

XYZ file:
```
10
C2H3N3O2 | OMol25 | ωB97M-V/def2-TZVPD
H -2.72340 0.68711 0.55876
N -1.91566 0.39835 0.05378
C -0.72344 0.07888 0.14495
N -0.22640 -1.24477 0.12500
O 1.13085 -1.21124 -0.26981
C 1.55816 0.07740 -0.14946
O 2.69271 0.41462 -0.32322
N 0.45153 0.83355 0.18976
H -0.72029 -1.87530 -0.50051
H 0.47594 1.84140 0.17077
```

Output
Relative energy (zero: lowest compared OMol25 entry of this formula, charge and spin) ... 215.4 kJ/mol
Spin multiplicity ... 1
E_HOMO ... -0.353 Ha
Orbital gap ... 10.294 eV

Computed, not measured: C2H3N3O2S in the gas phase, with ωB97M-V/def2-TZVPD.

XYZ file:
```
11
C2H3N3O2S | OMol25 | ωB97M-V/def2-TZVPD
N 0.19736 1.75760 -0.09306
N 0.02461 0.37771 0.05036
C -1.14332 -0.35342 -0.09759
S -2.71994 0.05756 -0.04472
N -0.70016 -1.61492 -0.16468
O 0.69063 -1.69244 -0.04220
C 1.11514 -0.38956 0.05977
O 2.24172 0.00913 -0.08675
H 0.49237 2.14088 0.80798
H 0.92568 1.96344 -0.83888
H -1.12408 -2.25597 0.44976
```

Output
Relative energy (zero: lowest compared OMol25 entry of this formula, charge and spin) ... 136.7 kJ/mol
Spin multiplicity ... 1
E_HOMO ... -0.340 Ha
Orbital gap ... 9.482 eV

Computed, not measured: C2H3N3O6S in the gas phase, with ωB97M-V/def2-TZVPD.

XYZ file:
```
15
C2H3N3O6S | OMol25 | ωB97M-V/def2-TZVPD
C 0.73574 -1.17709 -1.66601
C -2.01775 -1.23405 -0.90676
N -3.08739 -0.59836 -0.46068
N -2.53084 1.67046 -0.91655
N -2.15542 -2.76206 -1.19210
O -2.70392 0.69228 0.19228
O -4.27364 -0.84027 -0.41371
O -2.95320 1.30925 -1.98708
O -1.98550 2.69219 -0.55951
O -2.83472 -3.29057 -0.38290
O -1.61842 -3.23799 -2.16336
S -0.81632 -0.25145 -1.67340
H 0.61439 -1.93740 -0.98324
H 1.41217 -0.46957 -1.22852
H 1.14258 -1.61666 -2.70876
```

Output
Spin multiplicity ... 3
E_HOMO (spin up / spin down) ... -0.288 / -0.400 Ha
Orbital gap (spin up / spin down) ... 7.316 / 7.842 eV

Number 1: E_tot -242.04272 hartree. Number 2: E_tot -242.22550 hartree. Number 3: E_tot -317.34562 hartree. Number 4: E_tot -317.40566 hartree. Number 5: E_tot -317.30560 hartree. Number 6: E_tot -317.50476 hartree. Number 7: E_tot -317.51687 hartree. Number 8: E_tot -317.44149 hartree. Number 9: E_tot -317.44709 hartree. Number 10: E_tot -392.71152 hartree. Number 11: E_tot -790.88578 hartree. Number 12: E_tot -1091.42439 hartree.